Entry 1:
{
  "formula": "C6H13NOP",
  "method": "the ωB97M-V functional and the def2-TZVPD basis",
  "symbols": ["C", "C", "C", "C", "C", "C", "N", "O", "P", "H", "H", "H", "H", "H", "H", "H", "H", "H", "H", "H", "H", "H"],
  "coordinates": [[0.466, -1.931, 1.850], [-0.812, -0.965, -0.993], [1.622, -0.423, -1.139], [-1.437, 0.865, 1.839], [0.216, 0.110, -0.594], [0.316, 0.373, 0.873], [0.535, -0.844, 1.511], [1.103, 1.376, 1.373], [0.005, 1.748, -1.575], [0.019, -2.898, 1.999], [-0.880, -1.069, -2.139], [-1.888, -0.808, -0.513], [-0.629, -1.894, -0.451], [2.384, 0.285, -1.020], [1.956, -1.233, -0.613], [1.728, -0.685, -2.226], [-1.269, 0.633, 2.927], [-2.269, 0.338, 1.370], [-1.450, 1.906, 1.648], [1.402, 2.033, 0.695], [-1.382, 1.845, -1.945], [0.262, 1.235, -2.878]],
  "nbo_charge": [0.41, -0.62, -0.63, -0.50, -0.34, 0.40, -0.19, -0.68, 0.28, 0.30, 0.27, 0.22, 0.19, 0.22, 0.21, 0.25, 0.22, 0.21, 0.22, 0.52, 0.02, 0.02],
  "fmax_ev_per_a": 4.8,
  "energy_ev": -19247.5361,
  "orbital_gap_ha": 0.298,
  "total_charge": 1,
  "lumo_energy_ev": -5.084,
  "spin_multiplicity": 1
}



Entry 2:
{
  "formula": "C3H4LiO3Ru",
  "method": "the ωB97M-V functional and the def2-TZVPD basis",
  "symbols": ["H", "C", "Ru", "O", "C", "O", "C", "O", "H", "H", "H", "Li"],
  "coordinates": [[2.018, -0.625, 0.057], [1.456, 0.327, 0.018], [0.732, 0.264, 2.526], [2.366, 1.399, -0.043], [0.483, 0.306, -1.088], [-0.913, 0.568, -0.624], [-1.387, -0.271, 0.249], [-2.697, -0.021, 0.318], [0.435, -0.685, -1.562], [0.619, 1.118, -1.836], [-3.055, -0.479, 1.086], [-0.056, -1.901, 0.900]],
  "nbo_charge": [0.14, -0.31, -0.01, -0.62, -0.15, -0.53, 0.20, -0.70, 0.18, 0.21, 0.49, 0.09],
  "fmax_ev_per_a": 4.2,
  "energy_ev": -12097.6759,
  "orbital_gap_ha": [0.133, 0.260],
  "s2": 12.014,
  "total_charge": -1,
  "lumo_energy_ev": [2.968, 2.865],
  "spin_multiplicity": 7
}



Entry 3:
{
  "formula": "C45H86BIO14",
  "method": "the ωB97M-V functional and the def2-TZVPD basis",
  "symbols": ["C", "C", "C", "C", "C", "C", "C", "C", "C", "C", "C", "O", "C", "O", "C", "O", "O", "C", "B", "C", "O", "C", "I", "C", "C", "H", "H", "H", "H", "H", "H", "H", "H", "H", "H", "H", "H", "H", "H", "H", "H", "H", "H", "H", "H", "H", "H", "H", "H", "H", "H", "H", "H", "H", "H", "H", "H", "C", "C", "O", "C", "H", "H", "H", "H", "H", "H", "C", "C", "O", "C", "H", "H", "H", "H", "H", "H", "C", "C", "O", "C", "H", "H", "H", "H", "H", "H", "C", "C", "O", "C", "H", "H", "H", "H", "H", "H", "C", "C", "O", "C", "H", "H", "H", "H", "H", "H", "C", "C", "O", "C", "H", "H", "H", "H", "H", "H", "C", "C", "O", "C", "H", "H", "H", "H", "H", "H", "C", "C", "O", "C", "H", "H", "H", "H", "H", "H", "C", "C", "O", "C", "H", "H", "H", "H", "H", "H"],
  "coordinates": [[4.222, -1.737, 2.122], [4.921, -0.822, 2.756], [5.546, 0.424, 2.012], [6.500, -0.222, 1.001], [7.388, 0.752, 0.173], [6.770, 1.214, -1.183], [6.916, 0.097, -2.268], [5.618, -0.716, -2.578], [4.352, 0.166, -2.845], [3.412, 0.096, -1.607], [1.973, 0.661, -1.875], [1.969, 1.757, -2.777], [2.608, 2.901, -2.244], [4.360, 1.121, 1.579], [3.732, 1.357, 2.819], [2.592, 1.376, 2.978], [4.724, 1.552, 3.770], [6.030, 1.445, 3.065], [6.999, 0.968, 4.275], [7.761, -0.423, 4.354], [7.147, 1.841, 5.368], [6.236, 2.959, 2.606], [5.234, 4.389, 3.937], [7.741, 3.394, 2.601], [7.940, 4.338, 1.353], [4.122, -1.698, 1.032], [3.699, -2.492, 2.718], [5.000, -0.964, 3.854], [7.158, -0.989, 1.437], [5.875, -0.773, 0.273], [7.724, 1.652, 0.715], [8.312, 0.197, -0.088], [7.411, 2.052, -1.531], [5.752, 1.624, -1.096], [7.698, -0.640, -1.994], [7.270, 0.539, -3.221], [5.829, -1.288, -3.506], [5.446, -1.479, -1.798], [4.672, 1.189, -3.099], [3.832, -0.271, -3.714], [3.402, -0.944, -1.238], [3.842, 0.715, -0.799], [1.329, -0.188, -2.185], [1.630, 1.059, -0.892], [3.646, 2.997, -2.626], [2.064, 3.792, -2.609], [2.600, 2.948, -1.138], [7.152, -1.168, 4.903], [8.691, -0.244, 4.935], [8.083, -0.839, 3.386], [8.034, 2.225, 5.255], [5.782, 3.151, 1.623], [7.947, 4.026, 3.476], [8.453, 2.563, 2.454], [9.000, 4.457, 1.081], [7.397, 5.286, 1.481], [7.469, 3.817, 0.492], [0.373, 1.905, 5.140], [-0.975, 2.435, 5.556], [-1.164, 3.617, 5.740], [-2.086, 1.427, 5.732], [1.075, 2.732, 5.050], [0.747, 1.208, 5.893], [0.297, 1.406, 4.174], [-1.818, 0.709, 6.509], [-2.268, 0.906, 4.791], [-2.998, 1.943, 6.031], [-2.535, -0.952, -3.649], [-1.226, -0.208, -3.694], [-0.164, -0.794, -3.648], [-1.291, 1.292, -3.800], [-2.341, -2.022, -3.574], [-3.111, -0.636, -2.777], [-3.101, -0.762, -4.563], [-1.816, 1.702, -2.935], [-1.808, 1.578, -4.718], [-0.280, 1.696, -3.822], [-4.606, 1.812, 1.546], [-4.080, 0.447, 1.181], [-3.510, 0.252, 0.128], [-4.293, -0.661, 2.176], [-4.385, 2.512, 0.742], [-5.688, 1.765, 1.687], [-4.125, 2.165, 2.461], [-5.361, -0.808, 2.338], [-3.799, -0.417, 3.119], [-3.869, -1.585, 1.787], [1.321, -3.561, -3.867], [1.999, -4.838, -3.442], [3.205, -4.955, -3.465], [1.110, -5.971, -2.985], [2.074, -2.835, -4.170], [0.660, -3.753, -4.714], [0.751, -3.146, -3.036], [0.440, -6.268, -3.794], [0.530, -5.660, -2.114], [1.727, -6.825, -2.709], [-6.126, 0.511, -2.447], [-6.015, 0.884, -3.906], [-5.039, 1.461, -4.336], [-7.165, 0.513, -4.808], [-5.231, 0.838, -1.919], [-6.994, 1.000, -2.002], [-6.217, -0.573, -2.345], [-8.079, 1.004, -4.468], [-7.302, -0.570, -4.812], [-6.950, 0.841, -5.823], [3.134, -0.624, 6.997], [3.632, -2.015, 6.697], [4.172, -2.277, 5.645], [3.432, -3.066, 7.760], [3.343, 0.027, 6.148], [2.056, -0.644, 7.167], [3.643, -0.227, 7.877], [2.367, -3.192, 7.963], [3.954, -2.776, 8.673], [3.837, -4.015, 7.411], [-9.376, 3.177, -7.074], [-8.936, 2.114, -8.051], [-8.884, 0.947, -7.732], [-8.564, 2.566, -9.441], [-9.612, 2.713, -6.118], [-8.573, 3.901, -6.925], [-10.267, 3.682, -7.450], [-7.726, 3.264, -9.394], [-9.421, 3.044, -9.919], [-8.269, 1.702, -10.034], [-9.308, -2.356, 1.635], [-8.731, -0.994, 1.926], [-7.597, -0.711, 1.608], [-9.623, 0.000, 2.628], [-8.559, -2.965, 1.131], [-9.590, -2.848, 2.568], [-10.180, -2.261, 0.986], [-9.918, -0.389, 3.603], [-10.508, 0.198, 2.022], [-9.080, 0.933, 2.772], [-3.786, -3.124, -1.120], [-4.943, -3.897, -0.539], [-5.156, -3.918, 0.653], [-5.827, -4.645, -1.507], [-3.236, -2.636, -0.317], [-3.111, -3.803, -1.644], [-4.155, -2.359, -1.803], [-5.241, -5.388, -2.050], [-6.285, -3.946, -2.210], [-6.616, -5.155, -0.956]],
  "mulliken_charge": [-1.05, -0.50, 1.52, 0.00, -0.47, -0.35, -1.16, -0.81, -0.60, 0.93, -0.67, -0.37, -0.72, -0.26, 0.19, -0.40, -0.55, 0.60, 0.91, -0.96, -0.71, -1.16, 0.08, -0.52, -1.19, 0.07, 0.38, 0.13, 0.54, -0.27, -0.31, 0.53, 0.43, 0.08, 0.32, 0.42, 0.42, 0.44, 0.17, 0.51, 0.55, -0.92, 0.07, 0.41, 0.19, 0.32, 0.27, 0.29, 0.36, 0.34, 0.28, 0.51, 0.59, 0.28, 0.38, 0.33, 0.17, -0.49, 0.65, -0.57, -0.74, 0.27, 0.00, 0.29, 0.37, -0.06, 0.31, -0.31, 0.50, -0.48, -1.00, 0.25, -0.25, 0.39, 0.22, 0.39, 0.26, -1.17, 0.93, -0.52, -0.37, 0.32, 0.24, 0.36, 0.02, 0.08, 0.15, -0.74, 0.74, -0.57, -1.11, 0.17, 0.40, 0.21, 0.32, 0.29, 0.32, -0.80, 0.85, -0.56, -1.06, 0.08, 0.48, 0.12, 0.30, 0.32, 0.24, -0.76, 0.79, -0.49, -1.30, -0.01, 0.32, 0.37, 0.35, 0.33, 0.33, -1.07, 0.88, -0.55, -1.14, 0.24, 0.31, 0.38, 0.32, 0.33, 0.30, -0.98, 0.80, -0.48, -1.17, 0.15, 0.34, 0.35, 0.34, 0.36, 0.25, -0.35, 0.80, -0.57, -1.24, 0.15, 0.44, -0.23, 0.39, 0.28, 0.33],
  "fmax_ev_per_a": 4.1,
  "energy_ev": -85500.0866,
  "orbital_gap_ha": 0.347,
  "lumo_energy_ev": 0.424,
  "spin_multiplicity": 1,
  "smiles": "C=C[C@@]1(CCCCCCCCOC)OC(=O)O[C@]1(B(C)O)[C@@H](I)CC.CC(C)=O.CC(C)=O.CC(C)=O.CC(C)=O.CC(C)=O.CC(C)=O.CC(C)=O.CC(C)=O.CC(C)=O"
}



Entry 4:
{
  "formula": "C6H9NO",
  "method": "the ωB97M-V functional and the def2-TZVPD basis",
  "symbols": ["C", "C", "N", "O", "H", "H", "H", "H", "H", "C", "C", "C", "C", "H", "H", "H", "H"],
  "coordinates": [[-0.071, -2.129, 0.520], [0.121, -0.952, 1.114], [1.207, -0.641, 1.914], [-0.829, 0.030, 1.022], [2.015, -1.234, 1.793], [1.410, 0.345, 2.010], [-0.208, -0.873, -1.805], [0.602, -2.951, 0.692], [-0.994, -2.339, 0.015], [-0.493, 1.267, 0.483], [0.682, 1.694, 0.037], [-0.812, -0.067, -2.133], [-1.520, 0.702, -2.719], [-1.306, 1.954, 0.684], [0.832, 2.733, -0.193], [1.469, 1.014, -0.263], [-2.105, 1.447, -3.172]],
  "nbo_charge": [-0.59, 0.48, -0.84, -0.50, 0.39, 0.40, 0.24, 0.20, 0.22, 0.17, -0.54, -0.23, -0.24, 0.19, 0.22, 0.21, 0.23],
  "fmax_ev_per_a": 1.6,
  "energy_ev": -9901.4926,
  "orbital_gap_ha": 0.348,
  "lumo_energy_ev": 1.019,
  "spin_multiplicity": 1,
  "smiles": "C=COC(=C)N.C#C"
}